This record from OMol25 describes a cluster of 10 separate species, C28H82N6O12 in total in a non-equilibrium geometry. The level of theory is ωB97M-V/def2-TZVPD.

Computed properties:
LUMO level   0.47 eV
SMILES string   COC[C@H](C)N.COC[C@H](C)N.COC[C@H](C)N.COC[C@H](C)N.COC[C@H](C)N.COC[C@H](C)N.OCCO.OCCO.O.O
Kohn-Sham gap   9.33 eV
HOMO level   -8.9 eV
Energy relative to the best compared isomer or geometry (same formula, charge and spin)   0.000 eV
DFT total energy   -2347.23881 Ha

Each atom is followed by the atoms it is bonded to, with distances in Å.
Positions of all 128 atoms, in Å:
1 C 3.69 -0.03 1.68  C2 1.473, H7 1.074, H8 1.091, H9 1.091
2 C 3.52 0.41 0.28  C1 1.473, C3 1.553, N6 1.436, H10 1.092
3 C 3.41 1.95 0.16  C2 1.553, O4 1.428, H11 1.095, H12 1.071
4 O 2.05 2.30 0.41  C3 1.428, C5 1.412
5 C 1.68 3.66 0.40  O4 1.412, H13 1.096, H14 1.126, H15 1.104
6 N 4.67 0.05 -0.50  C2 1.436, H16 1.027, H17 0.980
7 H 2.85 0.37 2.22  C1 1.074
8 H 4.54 0.41 2.20  C1 1.091
9 H 3.58 -1.10 1.84  C1 1.091
10 H 2.59 -0.08 -0.03  C2 1.092
11 H 3.73 2.21 -0.85  C3 1.095
12 H 4.10 2.39 0.85  C3 1.071
13 H 0.77 3.79 1.01  C5 1.096
14 H 1.47 3.97 -0.66  C5 1.126
15 H 2.45 4.35 0.81  C5 1.104
16 H 4.53 0.23 -1.50  N6 1.027
17 H 4.92 -0.89 -0.39  N6 0.980
18 C 3.75 -4.19 0.13  C19 1.498, H24 1.122, H25 1.104, H26 1.062
19 C 4.12 -4.23 -1.32  C18 1.498, C20 1.508, N23 1.519, H27 1.074
20 C 3.56 -3.07 -2.11  C19 1.508, O21 1.428, H28 1.116, H29 1.097
21 O 2.14 -3.18 -2.12  C20 1.428, C22 1.407
22 C 1.54 -2.02 -2.63  O21 1.407, H30 1.146, H31 1.092, H32 1.105
23 N 5.62 -4.05 -1.49  C19 1.519, H33 1.009, H34 0.997
24 H 4.03 -3.21 0.62  C18 1.122
25 H 4.20 -4.95 0.80  C18 1.104
26 H 2.71 -4.33 0.30  C18 1.062
27 H 3.81 -5.18 -1.72  C19 1.074
28 H 3.91 -3.22 -3.16  C20 1.116
29 H 3.91 -2.11 -1.71  C20 1.097
30 H 1.76 -1.88 -3.74  C22 1.146
31 H 1.78 -1.10 -2.07  C22 1.092
32 H 0.45 -2.21 -2.59  C22 1.105
33 H 6.09 -4.93 -1.34  N23 1.009
34 H 5.89 -3.63 -2.35  N23 0.997
35 C -4.56 -3.44 1.95  C36 1.482, H41 1.062, H42 1.080, H43 1.089
36 C -4.83 -2.48 3.04  C35 1.482, C37 1.589, N40 1.462, H44 1.121
37 C -4.68 -0.97 2.54  C36 1.589, O38 1.414, H45 1.094, H46 1.110
38 O -5.69 -0.60 1.62  C37 1.414, C39 1.417
39 C -5.61 0.77 1.27  O38 1.417, H47 1.106, H48 1.067, H49 1.082
40 N -6.14 -2.82 3.60  C36 1.462, H50 1.022, H51 1.044
41 H -4.42 -4.43 2.31  C35 1.062
42 H -3.60 -3.23 1.50  C35 1.080
43 H -5.29 -3.26 1.17  C35 1.089
44 H -4.19 -2.54 3.96  C36 1.121
45 H -3.70 -0.89 2.09  C37 1.094
46 H -4.64 -0.32 3.44  C37 1.110
47 H -5.98 1.41 2.09  C39 1.106
48 H -6.23 0.88 0.41  C39 1.067
49 H -4.60 1.01 0.95  C39 1.082
50 H -6.91 -2.81 2.92  N40 1.022
51 H -6.45 -2.07 4.26  N40 1.044
52 C 2.95 7.03 -1.69  C53 1.566, H58 1.124, H59 1.075, H60 1.137
53 C 2.41 6.65 -3.12  C52 1.566, C54 1.500, N57 1.440, H61 1.099
54 C 1.73 5.32 -3.16  C53 1.500, O55 1.389, H62 1.107, H63 1.065
55 O 2.62 4.29 -2.89  C54 1.389, C56 1.396
56 C 2.07 3.06 -3.26  O55 1.396, H64 1.090, H65 1.085, H66 1.098
57 N 1.47 7.67 -3.49  C53 1.440, H67 0.994, H68 1.041
58 H 2.15 7.11 -0.91  C52 1.124
59 H 3.49 7.95 -1.78  C52 1.075
60 H 3.68 6.24 -1.32  C52 1.137
61 H 3.37 6.65 -3.65  C53 1.099
62 H 1.29 5.22 -4.17  C54 1.107
63 H 0.91 5.35 -2.47  C54 1.065
64 H 1.16 2.84 -2.69  C56 1.090
65 H 2.78 2.30 -2.95  C56 1.085
66 H 2.01 2.90 -4.34  C56 1.098
67 H 1.88 8.56 -3.37  N57 0.994
68 H 1.30 7.57 -4.52  N57 1.041
69 C -0.74 0.60 4.77  C70 1.605, H75 1.141, H76 1.104, H77 1.101
70 C -0.86 2.18 4.53  C69 1.605, C71 1.547, N74 1.425, H78 1.079
71 C 0.53 2.75 4.14  C70 1.547, O72 1.416, H79 1.141, H80 1.088
72 O 1.43 2.75 5.23  C71 1.416, C73 1.375
73 C 2.74 2.83 4.81  O72 1.375, H81 1.096, H82 1.129, H83 1.124
74 N -1.91 2.39 3.58  C70 1.425, H84 1.000, H85 1.001
75 H 0.02 0.16 4.04  C69 1.141
76 H -1.69 0.11 4.49  C69 1.104
77 H -0.43 0.41 5.80  C69 1.101
78 H -1.17 2.65 5.45  C70 1.079
79 H 0.48 3.80 3.70  C71 1.141
80 H 0.91 2.13 3.33  C71 1.088
81 H 3.36 2.64 5.70  C73 1.096
82 H 2.96 3.84 4.36  C73 1.129
83 H 3.00 2.03 4.07  C73 1.124
84 H -1.80 1.91 2.71  N74 1.000
85 H -2.08 3.33 3.28  N74 1.001
86 C -1.83 -4.50 -0.94  C87 1.555, H92 1.098, H93 1.126, H94 1.138
87 C -0.40 -4.48 -0.33  C86 1.555, C88 1.515, N91 1.445, H95 1.122
88 C -0.43 -4.71 1.17  C87 1.515, O89 1.373, H96 1.088, H97 1.075
89 O -1.04 -3.62 1.73  C88 1.373, C90 1.417
90 C -0.88 -3.49 3.13  O89 1.417, H98 1.083, H99 1.108, H100 1.063
91 N 0.47 -5.49 -0.88  C87 1.445, H101 1.006, H102 1.024
92 H -1.84 -4.47 -2.04  C86 1.098
93 H -2.49 -3.65 -0.61  C86 1.126
94 H -2.42 -5.40 -0.57  C86 1.138
95 H 0.12 -3.51 -0.52  C87 1.122
96 H 0.62 -4.83 1.43  C88 1.088
97 H -0.93 -5.63 1.42  C88 1.075
98 H -1.48 -2.66 3.48  C90 1.083
99 H 0.14 -3.30 3.53  C90 1.108
100 H -1.30 -4.34 3.63  C90 1.063
101 H 0.51 -5.45 -1.89  N91 1.006
102 H 0.06 -6.41 -0.70  N91 1.024
103 O -4.88 0.77 -2.16  H104 0.962, H105 0.974
104 H -5.35 0.09 -1.67  O103 0.962
105 H -5.56 1.42 -2.41  O103 0.974
106 O -5.82 -1.72 -0.95  H107 0.948, H108 0.975
107 H -6.61 -2.00 -1.39  O106 0.948
108 H -5.88 -1.67 0.02  O106 0.975
109 C -2.11 0.51 -4.58  C110 1.501, O112 1.457, H113 1.095, H114 1.116
110 C -0.75 0.04 -4.99  C109 1.501, O111 1.438, H115 1.106, H116 1.117
111 O 0.31 0.60 -4.20  C110 1.438, H117 0.978
112 O -1.98 1.96 -4.53  C109 1.457, H118 0.961
113 H -2.43 0.08 -3.62  C109 1.095
114 H -2.87 0.21 -5.34  C109 1.116
115 H -0.63 0.34 -6.05  C110 1.106
116 H -0.74 -1.08 -4.99  C110 1.117
117 H 0.32 1.55 -4.42  O111 0.978
118 H -2.57 2.32 -3.87  O112 0.961
119 C -0.47 -0.60 0.67  C120 1.542, O122 1.423, H123 1.124, H124 1.118
120 C -1.49 -0.25 -0.42  C119 1.542, O121 1.452, H125 1.066, H126 1.100
121 O -0.96 0.67 -1.41  C120 1.452, H127 0.979
122 O -0.12 0.63 1.31  C119 1.423, H128 0.982
123 H 0.44 -1.03 0.17  C119 1.124
124 H -0.87 -1.37 1.38  C119 1.118
125 H -2.29 0.28 0.04  C120 1.066
126 H -1.82 -1.13 -1.00  C120 1.100
127 H -0.40 0.17 -2.03  O121 0.979
128 H 0.36 1.16 0.64  O122 0.982